ORCA calculation (ωB97M-V/def2-TZVPD) on a structure of composition C57H42AuN7O7S at a distorted geometry.

Its multiplicity is 3. The value obtained for the HOMO energy (alpha / beta) is -6.6 / -7.1 eV. For the total energy, the calculation gives -99076.156 eV. As for the expectation value of S²: 2.05. As for the charge: 0. For the HOMO-LUMO gap (alpha / beta), the calculation gives 4.453 / 3.100 eV. The calculation puts the lowest unoccupied orbital energy (alpha / beta) at -0.0807 / -0.1487 Eh.

Positions of all 115 atoms, in Å:
Au -0.29229 -0.53493 -2.30695
C 5.89843 5.16754 -7.55183
O 5.84572 4.85236 -6.17512
C 4.84128 4.07286 -5.70256
C 3.88670 3.46797 -6.47556
C 2.91813 2.66757 -5.87344
C 2.92334 2.46904 -4.50784
C 3.95378 3.05906 -3.74724
C 4.87770 3.88008 -4.33932
C 1.97387 1.56733 -3.81126
C 2.35028 0.25573 -3.62443
C 3.63935 -0.27628 -3.85932
C 3.70583 -1.50113 -3.27414
C 2.42720 -1.73337 -2.71551
N 1.61194 -0.69107 -2.95675
C 2.22071 -2.81053 -1.82873
C 0.94276 -3.16306 -1.45811
C 0.61949 -4.35030 -0.71879
C -0.71551 -4.25561 -0.44386
C -1.22605 -3.07836 -0.96266
C -2.54927 -2.58673 -0.71573
C -3.38165 -3.26051 0.30920
C -4.06619 -4.42548 0.05926
C -4.76237 -5.06629 1.10595
C -4.75376 -4.53817 2.39828
O -5.41918 -5.25037 3.35362
C -5.45256 -4.79228 4.68846
C -4.07049 -3.34708 2.62152
C -3.36965 -2.75231 1.60667
C -2.96408 -1.40524 -1.18523
N -2.19871 -0.38177 -1.74910
C -2.85564 0.79841 -1.55323
C -2.36204 2.08824 -1.70775
C -3.04299 3.17616 -0.94611
C -3.88508 4.15275 -1.46574
C -4.51938 5.06878 -0.63991
C -4.30719 5.04947 0.75799
O -4.93800 5.98531 1.51170
C -4.67384 6.06359 2.90040
C -3.49533 4.06764 1.28086
C -2.83861 3.16120 0.43375
C -1.16078 2.36368 -2.34884
C -0.70266 3.67125 -2.67673
C 0.53167 3.51379 -3.20929
C 0.81704 2.11375 -3.27648
N -0.24472 1.42210 -2.77551
C -4.15512 0.50638 -0.97729
C -4.21917 -0.82349 -0.75578
N -0.20761 -2.42068 -1.59946
C 3.39692 -3.43312 -1.14994
C 3.96318 -2.70995 -0.14150
C 4.87652 -3.29323 0.73974
C 5.29237 -4.59450 0.57128
O 6.05732 -5.26745 1.46344
C 6.41823 -4.65603 2.68542
C 4.82573 -5.26581 -0.55506
C 3.87747 -4.71571 -1.38818
H 6.72992 5.84465 -7.68261
H 4.96805 5.63317 -7.91478
H 6.06673 4.26111 -8.16119
H 3.88029 3.62983 -7.52639
H 2.16989 2.16418 -6.42061
H 4.02617 2.84068 -2.71615
H 5.68523 4.30331 -3.75410
H 4.39818 0.31492 -4.35124
H 4.53910 -2.17613 -3.16428
H 1.36187 -5.04526 -0.38161
H -1.41753 -4.86931 0.08471
H -4.05140 -4.86410 -0.93099
H -5.30777 -5.97680 0.93799
H -6.04339 -5.51406 5.24015
H -5.85452 -3.81343 4.73014
H -4.43525 -4.81752 5.08928
H -4.02922 -2.87999 3.62904
H -2.81306 -1.84544 1.84481
H -4.04320 4.27306 -2.50986
H -5.18100 5.82691 -1.02480
H -5.35593 6.82643 3.33579
H -3.64891 6.38406 3.04932
H -4.81789 5.11241 3.36098
H -3.28068 3.97552 2.36700
H -2.21686 2.40306 0.87778
H -1.15576 4.59747 -2.36660
H 1.19489 4.32981 -3.54451
H -4.89441 1.28601 -0.77289
H -5.08004 -1.36413 -0.32027
H 3.63686 -1.67750 0.08258
H 5.17502 -2.69176 1.59220
H 6.97998 -5.41034 3.24004
H 5.53457 -4.39538 3.25722
H 7.02263 -3.75141 2.53844
H 5.16061 -6.28202 -0.68192
H 3.42037 -5.31691 -2.17458
O -2.70889 3.01542 7.86342
S -1.76769 3.17846 6.77655
O -2.37265 3.67714 5.55398
O -0.47940 3.75643 7.09870
C -1.30337 1.50295 6.34004
N -1.27108 0.53582 7.31522
C -0.74833 -0.62611 6.93961
C -0.31566 -0.90364 5.66153
C -0.38921 0.11728 4.73841
N -0.86826 1.33571 5.08574
C 0.03052 0.02857 3.33980
C 0.42949 -1.16795 2.79930
C 0.66875 -1.24865 1.42701
N 0.52371 -0.18031 0.58298
C 0.12396 0.97485 1.13296
C -0.13148 1.10487 2.49927
H -0.71303 -1.44723 7.65793
H 0.07840 -1.88089 5.37738
H 0.51241 -2.08262 3.35635
H 0.89542 -2.17930 0.91331
H 0.09163 1.84475 0.48183
H -0.47179 2.04819 2.86339